# C5H13N2

The ion C5H13N2 with charge +1 (wB97M-V/def2-TZVPD, OMol25).

```
20
Properties=species:S:1:pos:R:3:nbo_charge:R:1
C 1.73316 -1.73986 -0.25462 -0.62
C 0.36814 -1.04940 -0.25281 -0.03
C 0.27952 -0.02359 0.90107 -0.48
C -0.90230 0.88147 0.75050 0.15
C -2.08288 0.84959 1.34715 -0.36
N -0.55139 1.92999 -0.23867 -0.74
N 0.18679 -0.32358 -1.53761 -0.88
H 2.49014 -1.01247 -0.55738 0.21
H 2.00472 -2.21896 0.66744 0.24
H 1.66395 -2.45573 -1.07596 0.22
H -0.39031 -1.82258 -0.11982 0.20
H 1.19816 0.56501 0.94587 0.22
H 0.20512 -0.60210 1.81929 0.26
H -2.68699 1.73894 1.21188 0.22
H -2.42052 -0.05909 1.81929 0.25
H -1.29738 2.59733 -0.39114 0.44
H 0.29022 2.40481 0.10314 0.43
H -0.18401 1.36197 -1.06222 0.48
H 0.86205 -0.62287 -2.20939 0.40
H -0.76618 -0.39888 -1.86601 0.39
```

SMILES	C=C([NH3+])C[C@H](C)N
LUMO	-3.100	eV
charge	+1
energy above the lowest of the compared OMol25 structures with the same formula, charge and spin	38.1	kcal/mol
HOMO	-13.94	eV
Kohn-Sham gap	0.398	Eh

---

# C5H13N2

The ion C5H13N2 with charge +1 (wB97M-V/def2-TZVPD, OMol25).

```
20
Properties=species:S:1:pos:R:3:nbo_charge:R:1
N 1.71890 -0.38601 0.08538 -0.73
C 0.21662 0.03963 -0.15998 0.00
C -0.70836 -0.47783 0.90508 -0.50
C -1.66782 0.43834 1.54671 -0.18
C -1.46284 1.29449 2.53314 -0.36
C -0.10081 -0.41332 -1.68528 -0.24
N 1.06686 -0.19130 -2.48617 -0.89
H 2.46326 -0.14408 -0.70782 0.47
H 2.18127 -0.06104 0.87271 0.43
H 1.86859 -1.46533 -0.01596 0.44
H 0.35437 1.16640 -0.05551 0.22
H -1.20868 -1.35374 0.46841 0.23
H -0.12296 -0.78063 1.68172 0.23
H -2.71770 0.24457 1.10022 0.21
H -0.50053 1.66083 2.88093 0.20
H -2.34392 1.78669 2.75803 0.22
H -1.12279 0.00555 -1.97805 0.23
H -0.40075 -1.56717 -1.65592 0.21
H 1.26438 0.78301 -2.71871 0.38
H 1.22290 -0.57904 -3.36893 0.40
```

SMILES	C=CC[C@@H]([NH3+])CN
LUMO	-3.387	eV
charge	+1
energy above the lowest of the compared OMol25 structures with the same formula, charge and spin	79.2	kcal/mol
HOMO	-13.46	eV
Kohn-Sham gap	0.370	Eh

---

# C5H13N2O

The ion C5H13N2O with charge -1 (wB97M-V/def2-TZVPD, OMol25).

```
21
Properties=species:S:1:pos:R:3:nbo_charge:R:1
C -0.06327 -1.73363 -0.74438 -0.02
O -0.25522 -1.03301 -1.88427 -0.95
C -0.47523 -0.97659 0.59848 -0.08
C -1.11717 0.36142 0.27794 -0.47
C -0.19973 1.57165 0.46155 -0.21
C 2.00031 1.52136 -0.61381 -0.42
N 0.56612 1.85553 -0.77633 -0.66
N -1.33571 -1.78554 1.50621 -0.85
H 1.02043 -1.99136 -0.60143 0.08
H -0.60759 -2.71449 -0.71231 0.07
H 0.43766 -0.86091 1.17749 0.15
H -2.04169 0.49760 0.82144 0.18
H -1.32870 0.28125 -0.79297 0.27
H 0.45855 1.43879 1.32248 0.16
H -0.81176 2.44745 0.70607 0.16
H 2.40279 1.36685 -1.61275 0.19
H 2.50894 2.36204 -0.16225 0.17
H 2.11758 0.56323 -0.09913 0.17
H 0.24441 1.13696 -1.42870 0.40
H -2.30439 -1.55014 1.31566 0.34
H -1.21633 -2.75843 1.24104 0.34
```

SMILES	CNCC[C@@H](N)C[O-]
LUMO	4.214	eV
charge	-1
energy above the lowest of the compared OMol25 structures with the same formula, charge and spin	23.1	kcal/mol
HOMO	-2.78	eV
Kohn-Sham gap	0.257	Eh

---

# C5H13N2O

The ion C5H13N2O with charge -1 (wB97M-V/def2-TZVPD, OMol25).

```
21
Properties=species:S:1:pos:R:3:nbo_charge:R:1
N 0.26833 2.49696 -1.45512 -0.85
C 0.12411 1.05812 -1.36968 -0.06
C 1.50204 0.36967 -1.29636 -0.63
C -0.62764 0.74664 -0.07058 -0.21
N -0.95849 -0.68463 0.03412 -0.66
C -1.24677 -1.14509 1.39477 -0.25
C -0.22900 -2.18200 1.94801 -0.03
O -0.07250 -2.11295 3.29652 -0.96
H 0.87151 2.94096 -0.77292 0.36
H 0.51025 2.83443 -2.37527 0.35
H -0.48308 0.72133 -2.20497 0.19
H 1.60679 -0.68931 -1.07357 0.22
H 2.03750 0.48094 -2.25639 0.19
H 2.12978 0.97111 -0.63284 0.20
H -1.59087 1.26953 -0.09496 0.18
H -0.10313 1.06470 0.83790 0.17
H -0.23891 -1.22680 -0.41843 0.34
H -2.29013 -1.51734 1.43264 0.15
H -1.37074 -0.31096 2.09809 0.18
H 0.73971 -1.92201 1.47336 0.07
H -0.57877 -3.16330 1.50567 0.06
```

SMILES	C[C@H](N)CNCC[O-]
LUMO	3.392	eV
charge	-1
energy above the lowest of the compared OMol25 structures with the same formula, charge and spin	31.9	kcal/mol
HOMO	-2.15	eV
Kohn-Sham gap	0.204	Eh

---

# C5H13N2O

An isolated molecule of C5H13N2O (wB97M-V/def2-TZVPD, OMol25).

```
21
Properties=species:S:1:pos:R:3:mulliken_spin:R:1
N 1.03284 -2.91044 -0.58242 0.51
C 0.83642 -1.58282 0.05871 0.87
C 0.78591 -0.50481 -1.01728 0.54
N 0.00059 0.56880 -0.78590 0.00
C -2.06148 1.43581 0.12373 0.01
C -0.61151 1.05503 0.43637 -0.08
C 0.25240 2.11215 1.13198 0.01
O 1.44160 -0.62801 -2.03717 -0.11
H 0.14616 -3.47115 -0.50086 -0.60
H 1.14031 -2.77061 -1.60537 -0.02
H 1.83824 -3.42299 -0.09087 -0.49
H 1.74320 -1.40946 0.65274 0.34
H -0.01172 -1.53683 0.71925 0.04
H -0.03137 1.24387 -1.54182 -0.01
H -2.59162 1.82194 0.99329 0.00
H -2.54294 0.52751 -0.21173 -0.01
H -2.12443 2.20085 -0.66192 0.00
H -0.70253 0.20296 1.12237 0.00
H 0.16947 3.06807 0.60416 0.01
H 1.28781 1.81275 1.00329 0.00
H 0.00265 2.18739 2.18946 -0.01
```

LUMO (spin up / spin down)	0.738 / 0.640	eV
energy above the lowest of the compared OMol25 structures with the same formula, charge and spin	32.5	kcal/mol
<S²>	0.751
spin multiplicity	2
HOMO (spin up / spin down)	-3.74 / -10.10	eV
Kohn-Sham gap (spin up / spin down)	0.164 / 0.395	Eh

---

# C5H13N2O

A cluster of 2 separate species, C5H13N2O in total (wB97M-V/def2-TZVPD, OMol25).

```
21
Properties=species:S:1:pos:R:3:nbo_charge:R:1
C -0.63867 -1.91236 1.99660 -0.08
C -0.85376 -2.56319 0.86124 -0.29
C -0.51923 0.23909 3.04230 0.10
N -0.53034 -0.50264 2.01106 -0.42
H -0.54566 -2.41043 2.94840 0.23
H -0.95349 -2.00572 -0.06131 0.21
H -1.02834 -3.62744 0.87071 0.25
H -0.46296 1.31106 2.92828 0.23
H -0.58114 -0.23084 4.01676 0.22
H -0.50132 -0.02890 1.06401 0.47
C 0.26871 1.48415 -1.24769 -0.06
O -0.57714 0.70575 -0.35797 -0.78
C 0.77537 0.65828 -2.41049 -0.25
N 1.80823 1.45790 -3.09419 -0.81
H -0.31466 2.33441 -1.58779 0.20
H 1.09789 1.80541 -0.62245 0.18
H -1.39471 0.44637 -0.79732 0.49
H 1.12320 -0.32546 -2.08143 0.17
H -0.04609 0.51604 -3.11501 0.19
H 2.07005 0.94279 -3.92539 0.37
H 2.62821 1.45721 -2.50197 0.35
```

LUMO	-4.827	eV
charge	+1
energy above the lowest of the compared OMol25 structures with the same formula, charge and spin	60.4	kcal/mol
HOMO	-12.68	eV
Kohn-Sham gap	0.288	Eh

---

# C5H13N2O

A structure of composition C5H13N2O (wB97M-V/def2-TZVPD, OMol25).

```
21
Properties=species:S:1:pos:R:3:nbo_charge:R:1
O 0.93166 -0.67664 -1.48144 -0.34
C 0.88222 0.20387 -0.68879 0.19
N 1.85817 0.27880 0.69288 -0.51
C 3.20875 -0.03835 0.23571 -0.47
C -0.65854 0.61421 -0.20878 0.01
N -1.39956 0.79188 -1.34372 -0.66
C -2.64955 -0.55581 0.90734 -0.62
C -1.17261 -0.58244 0.67536 -0.37
H 1.19063 -0.53701 0.43657 0.37
H 3.24957 -0.90240 -0.40835 0.21
H 3.62354 0.82362 -0.28522 0.22
H 3.82661 -0.25860 1.11279 0.25
H -0.57830 1.53322 0.37258 0.25
H -1.07096 0.21454 -2.09602 0.40
H 1.16902 1.23336 -1.02253 0.44
H -1.81752 1.66046 -1.68647 0.43
H -2.93964 0.09123 1.71273 0.23
H -3.22157 -0.34754 0.01317 0.23
H -2.92217 -1.57347 1.21063 0.26
H -0.82272 -1.50858 0.20887 0.22
H -0.68704 -0.46434 1.64270 0.25
```

LUMO	-8.612	eV
charge	+1
energy above the lowest of the compared OMol25 structures with the same formula, charge and spin	204.8	kcal/mol
HOMO	-13.94	eV
Kohn-Sham gap	0.196	Eh

---

# C5H13N2O

A structure of composition C5H13N2O (wB97M-V/def2-TZVPD, OMol25).

```
21
Properties=species:S:1:pos:R:3:nbo_charge:R:1
N 1.80761 -2.20032 0.17144 -0.81
C 2.70757 0.74673 -0.52448 -0.63
C 1.29582 1.09477 -0.04084 -0.19
N 0.44008 -0.13925 -0.12676 -0.38
C -1.43031 0.21537 1.60390 -0.67
C -0.83379 0.13407 0.23900 0.24
C -1.82690 0.28209 -0.89503 0.17
O -3.03439 0.19793 -0.73178 -0.40
H 2.98356 -0.04859 0.17683 0.24
H 2.18355 -2.75669 -0.59831 0.37
H 0.91757 -1.16744 0.13008 0.42
H 2.45768 0.13159 -1.38872 0.22
H 3.46299 1.49308 -0.70482 0.26
H 0.80305 1.88225 -0.64182 0.21
H 1.14494 1.34524 1.01108 0.24
H 1.76150 -2.85382 0.95530 0.36
H -1.49306 -0.81422 1.95857 0.28
H -0.97446 0.88931 2.33043 0.27
H -2.43665 0.61336 1.40978 0.28
H -1.19737 1.24159 -0.44544 0.30
H -1.27205 -0.07051 -1.78764 0.21
```

LUMO	-8.779	eV
charge	+1
energy above the lowest of the compared OMol25 structures with the same formula, charge and spin	239.6	kcal/mol
HOMO	-13.16	eV
Kohn-Sham gap	0.161	Eh

---

# C5H13N2O

The ion C5H13N2O with charge +2 (wB97M-V/def2-TZVPD, OMol25).

```
21
Properties=species:S:1:pos:R:3:mulliken_spin:R:1
N -0.40833 2.63071 -1.34355 0.00
C -0.49492 1.65806 -0.14550 -0.01
C 0.15178 0.30564 -0.69127 -0.10
N 0.43679 -0.88664 -0.04599 0.59
C -0.06723 -1.48533 1.15300 0.05
C -0.68584 -0.56547 2.17811 0.01
C 1.15962 -1.85366 -0.91428 0.00
O 0.45543 0.38745 -1.89972 0.26
H -1.29973 2.95088 -1.72816 0.00
H 0.37045 2.02871 -2.00601 0.00
H 0.00478 3.45789 -0.92308 0.00
H 0.34583 1.80538 0.58527 0.00
H -1.56208 1.54289 -0.10976 0.00
H -0.74580 -2.26689 0.62526 0.09
H 0.75228 -2.14171 1.50747 0.04
H -1.50530 0.05396 1.74687 0.00
H -1.15528 -1.14414 2.94518 0.00
H 0.03830 0.12529 2.57737 0.00
H 0.57850 -2.80568 -1.03497 0.03
H 2.14053 -2.22544 -0.55822 0.03
H 1.49024 -1.57191 -1.91802 0.01
```

LUMO (spin up / spin down)	-8.204 / -12.745	eV
charge	+2
energy above the lowest of the compared OMol25 structures with the same formula, charge and spin	71.8	kcal/mol
<S²>	0.766
spin multiplicity	2
HOMO (spin up / spin down)	-20.29 / -20.48	eV
Kohn-Sham gap (spin up / spin down)	0.444 / 0.284	Eh

---

# C5H13N2O2

A cluster of 2 separate species, C5H13N2O2 in total (wB97M-V/def2-TZVPD, OMol25).

```
22
Properties=species:S:1:pos:R:3:nbo_charge:R:1
C 2.00598 1.41860 -0.96470 -0.05
O 2.90550 0.39091 -1.34912 -0.75
C 0.89686 0.97915 0.01163 -0.42
C -0.37081 0.61846 -0.78874 -0.42
C -1.47447 -0.00515 0.04784 0.13
C -1.50767 0.15237 1.40953 -0.32
N -2.25355 -0.79227 2.23377 -0.86
N -2.28093 -0.75075 -0.73884 -0.98
H 1.55263 1.82260 -1.88226 0.14
H 2.59116 2.24412 -0.55341 0.15
H 0.82477 1.67766 0.83911 0.20
H 1.32296 0.03714 0.38490 0.18
H -0.09801 -0.00495 -1.63708 0.21
H -0.67495 1.60707 -1.15778 0.19
H -0.86256 0.83872 1.94134 0.16
H -2.80627 -1.35954 1.60182 0.34
H -2.88336 -0.29486 2.85616 0.33
H -2.95264 -1.32107 -0.22697 0.28
H 1.73869 -2.11361 0.29055 0.47
H 0.45854 -2.19420 -0.48843 0.50
H 2.47276 -0.47194 -1.29329 0.48
O 1.39538 -2.47846 -0.53603 -0.96
```

LUMO	3.747	eV
charge	-1
energy above the lowest of the compared OMol25 structures with the same formula, charge and spin	24.4	kcal/mol
HOMO	-1.61	eV
Kohn-Sham gap	0.197	Eh

---

# C5H13N2O2P

A cluster of 2 separate species, C5H13N2O2P in total (wB97M-V/def2-TZVPD, OMol25).

```
23
Properties=species:S:1:pos:R:3:nbo_charge:R:1
C 1.78802 0.56824 0.86166 0.66
C -3.22209 -0.21414 0.80821 -0.70
C 0.97680 2.22841 -0.75048 -0.45
C 2.32817 -0.83771 1.06139 -0.80
C -2.81908 -0.31687 -0.62546 0.19
N 1.53354 0.87972 -0.41401 -0.63
N -1.84391 0.15972 -1.25830 -0.66
O 1.69738 1.43457 1.75586 -0.64
O 1.14342 -1.74063 -1.18050 -1.02
P 1.07671 -2.06681 0.41518 0.87
H -4.25497 -0.31746 0.87889 0.22
H -2.52777 -0.96888 1.21074 0.25
H -2.91064 0.68568 1.20210 0.22
H 1.64759 2.50160 -1.53268 0.21
H -0.12107 2.28228 -1.08610 0.20
H 1.20574 2.84585 0.16657 0.25
H 3.20877 -1.03183 0.50421 0.25
H 2.45519 -0.87418 2.12616 0.27
H 0.32844 -2.05021 -1.71801 0.53
H -3.62647 -0.87924 -1.14698 0.15
H 1.10657 0.16641 -0.99098 0.41
H -1.15866 0.63913 -0.70741 0.33
H 1.98832 -3.09366 0.41991 -0.09
```

SMILES	CNC(=O)CPO.[H]/N=C\C
LUMO	0.597	eV
energy above the lowest of the compared OMol25 structures with the same formula, charge and spin	70.1	kcal/mol
HOMO	-9.42	eV
Kohn-Sham gap	0.368	Eh